C28H51AsCsF6NO10S4 | ωB97M-V/def2-TZVPD

Last column: Mulliken charge in e.
Positions of all 102 atoms, in Å:
Cs  -2.14660  -1.45733  -4.61467  1.14
As  -1.07617  -1.45448  -0.89933  2.10
F  0.11889  -2.25733  0.12632  -0.39
F  -2.23847  -2.80952  -0.95885  -0.47
F  -2.32881  -0.73095  -1.97012  -0.71
F  0.00560  0.03336  -1.03168  -0.08
F  -0.35163  -2.12623  -2.38729  -0.77
F  -2.10188  -0.70123  0.45550  -0.48
C  -0.30355  1.89741  1.59386  0.32
C  -0.72175  2.72734  2.58525  -1.21
C  0.21328  3.46174  3.26654  -0.31
C  1.54983  3.48190  2.90980  -0.14
C  1.97458  2.76968  1.84342  -0.23
C  1.06237  1.93770  1.16955  -0.10
N  2.51588  4.47108  3.56373  1.08
O  3.69870  4.39392  3.25098  -0.56
O  2.07300  5.34749  4.28973  -0.56
H  -1.07596  1.36633  1.05744  0.41
H  -1.73353  2.74799  2.96244  0.54
H  -0.13498  4.15731  4.01574  0.58
H  3.03857  2.81316  1.66339  0.64
H  1.43004  1.53123  0.23895  0.26
C  2.70135  -1.56133  2.31191  -1.21
C  2.04200  -0.73957  3.38600  0.62
C  2.98859  -0.03915  4.31033  -0.59
C  2.22119  0.35264  5.61744  -0.41
C  3.15085  0.78667  6.74840  -0.53
C  3.87544  2.08236  6.56559  -1.09
H  1.94362  -2.00101  1.66335  0.13
H  3.31053  -2.30205  2.82990  0.45
H  3.27730  -1.03301  1.55213  0.24
H  1.47348  0.04048  2.87961  -0.61
H  1.28585  -1.24101  3.99006  0.48
H  3.21577  0.90207  3.80974  0.06
H  3.87230  -0.66351  4.44195  0.55
H  1.55444  1.17402  5.35500  0.10
H  1.66071  -0.46267  6.07487  0.40
H  2.35072  1.00411  7.45593  0.30
H  3.93882  0.09330  7.04243  0.29
H  4.76136  2.07529  5.93061  0.31
H  3.19971  2.84056  6.16986  0.18
H  4.22807  2.44492  7.53116  0.38
C  3.66349  -1.51958  -2.78759  -0.82
C  2.52874  -0.60035  -2.24834  0.80
C  2.71978  0.82471  -2.72651  -0.70
S  4.57241  1.10547  -2.62759  1.10
O  4.86420  1.86868  -1.38169  -0.62
O  4.94348  1.58219  -3.97429  -0.66
C  4.95663  -0.70258  -2.53044  -0.83
H  3.50101  -1.64655  -3.85791  0.40
H  3.72311  -2.51170  -2.34007  0.30
H  2.51926  -0.66271  -1.16016  -0.14
H  1.55070  -0.93003  -2.59884  -0.28
H  2.12246  1.63487  -2.30823  0.05
H  2.42805  0.67465  -3.76598  0.55
H  5.42376  -0.94526  -1.57598  0.40
H  5.72073  -0.76652  -3.30513  0.46
C  -7.74590  -1.21865  -0.90873  -0.58
C  -6.60076  -1.08002  0.03466  -0.77
C  -5.27426  -0.92327  -0.87220  -0.24
S  -5.82935  0.22020  -2.18379  1.07
O  -5.34873  -0.37558  -3.41170  -0.67
O  -5.45333  1.63423  -2.04456  -0.60
C  -7.61605  0.00125  -1.86943  -0.74
H  -8.69648  -1.21866  -0.37533  0.37
H  -7.65915  -2.16283  -1.44640  0.27
H  -6.46886  -1.93277  0.70063  0.36
H  -6.76208  -0.19629  0.65199  0.36
H  -5.07537  -1.91756  -1.27212  0.33
H  -4.39924  -0.48522  -0.39203  0.03
H  -8.09722  0.02562  -2.84717  0.42
H  -7.94190  0.85351  -1.27315  0.34
C  0.05055  -6.21241  -1.67663  -0.97
C  0.93561  -4.96759  -1.90857  -0.05
C  1.11784  -4.77074  -3.35125  -0.47
S  -0.29828  -5.41228  -4.26879  0.96
O  0.23133  -6.41708  -5.15846  -0.64
O  -1.03676  -4.29538  -4.85323  -0.61
C  -1.12861  -6.10549  -2.72442  -0.52
H  -0.44890  -6.21722  -0.70780  0.40
H  0.49549  -7.19731  -1.81844  0.36
H  1.83588  -5.02638  -1.29688  0.51
H  0.29459  -4.20808  -1.46097  -0.19
H  1.96561  -5.37480  -3.67448  0.45
H  1.27493  -3.71377  -3.56626  0.06
H  -1.85483  -6.88766  -2.94563  0.50
H  -1.70885  -5.24288  -2.39683  0.12
C  -0.05675  4.49112  -1.73106  -1.10
C  -0.41585  3.01813  -2.01067  0.49
C  -1.95930  2.88330  -1.94634  -0.66
S  -2.64497  3.99067  -0.62466  1.13
O  -3.00509  3.26413  0.52856  -0.54
O  -3.60892  4.95945  -1.19044  -0.69
C  -1.00330  4.90362  -0.49254  -0.43
H  -0.13100  5.25910  -2.50099  0.38
H  0.99842  4.44129  -1.46234  0.44
H  0.01784  2.35441  -1.26267  -0.74
H  -0.01274  2.67510  -2.96351  0.67
H  -2.43041  1.90946  -1.81302  0.06
H  -2.35436  3.26548  -2.88760  0.46
H  -0.53939  4.72355  0.47723  -0.09
H  -1.36839  5.92735  -0.41020  0.60

Properties
- <S²>: 0.77
- 2S+1: 2
- Total energy: -172850.093 eV
- Orbital gap (spin up / spin down): 0.2855 / 0.1443 hartree
- Charge: +1